Entry 1:
# C27H39BN6O2S3Se3TeTl

C27H39BN6O2S3Se3TeTl as an isolated structure in a non-equilibrium geometry (wB97M-V/def2-TZVPD, the OMol25 dataset).

Geometry as ORCA input:
```
! RIJCOSX wB97M-V def2-TZVPD def2/J DEFGRID3
* xyz -1 1
Tl -0.99 -0.87 1.26
C 1.81 0.59 -4.91
C 2.10 1.49 -3.77
C 2.92 2.57 -3.87
C 3.10 3.41 -2.74
N 2.53 3.14 -1.60
N 1.76 2.08 -1.46
B 1.17 1.77 -0.06
N 2.01 2.12 1.18
N 3.18 2.74 1.19
C 4.04 2.55 2.13
C 3.77 1.65 3.22
C 2.63 0.94 3.25
C 2.25 0.03 4.36
C 1.67 1.08 2.13
S -0.07 1.33 2.82
C 5.34 3.33 2.01
C 6.34 3.05 3.14
C 5.99 2.93 0.68
C 4.98 4.82 2.01
N -0.16 2.70 0.12
N 0.23 3.88 0.54
C -0.60 4.78 1.00
C -1.98 4.51 1.07
C -2.43 3.32 0.57
C -3.87 2.95 0.59
C -1.48 2.38 0.06
S -2.07 0.94 -0.62
C 0.04 6.06 1.50
C 0.91 5.67 2.70
C 0.93 6.60 0.38
C -0.98 7.12 1.92
C 1.48 1.23 -2.50
S 0.45 -0.07 -2.37
C 3.98 4.64 -2.88
C 3.42 5.55 -3.98
C 5.41 4.19 -3.24
C 4.03 5.42 -1.57
H 2.40 0.87 -5.78
H 0.75 0.63 -5.15
H 2.03 -0.44 -4.63
H 3.41 2.79 -4.81
H 4.48 1.54 4.04
H 3.07 -0.09 5.07
H 1.96 -0.94 3.96
H 1.39 0.44 4.89
H 6.63 2.00 3.15
H 5.93 3.31 4.11
H 7.23 3.65 2.98
H 6.37 1.92 0.74
H 6.82 3.60 0.44
H 5.25 2.97 -0.12
H 4.62 5.12 3.00
H 4.19 5.00 1.30
H 5.84 5.44 1.76
H -2.67 5.21 1.52
H -4.47 3.76 1.00
H -4.00 2.05 1.19
H -4.20 2.71 -0.42
H 1.64 4.92 2.39
H 0.30 5.24 3.50
H 1.44 6.54 3.08
H 1.61 5.81 0.08
H 1.51 7.46 0.74
H 0.34 6.91 -0.47
H -1.57 6.78 2.77
H -1.64 7.37 1.10
H -0.45 8.02 2.22
H 3.40 5.06 -4.95
H 4.03 6.44 -4.07
H 2.40 5.85 -3.73
H 5.44 3.66 -4.20
H 5.79 3.52 -2.48
H 6.06 5.06 -3.31
H 3.06 5.84 -1.35
H 4.76 6.23 -1.65
H 4.31 4.76 -0.76
Se -3.27 -2.80 0.32
Se -2.19 -4.80 0.17
Te 0.02 -4.18 -0.90
Se 1.02 -3.03 1.03
O 0.98 0.33 0.09
O 1.63 -0.08 1.37
*
```

Output
Maximum force, eV/Å: 1.226
Molecular weight, g/mol: 1155.525
Frontier orbital gap (alpha / beta), eV: 5.0 / 5.0
HOMO energy (alpha / beta), eV: -4.546 / -4.544
Electronic energy, a.u.: -10395.55058
Energy relative to the best compared isomer or geometry (same formula, charge and spin), kJ/mol: 67.5
LUMO (alpha / beta), eV: 0.5 / 0.5

Mulliken analysis output, partial charges in e: Tl 0.524; C -1.796; C 0.517; C -0.919; C 0.357; N 0.134; N 0.016; B -1.057; N 0.154; N -0.685; C -0.179; C -1.176; C -0.543; C -1.814; C 2.353; S -0.420; C 2.827; C -2.442; C -1.274; C -1.262; N 0.545; N 0.069; C 0.127; C -0.804; C 0.427; C -1.957; C 0.825; S -0.304; C 2.370; C -1.425; C -1.194; C -2.467; C 0.476; S -0.359; C 2.557; C -1.897; C -1.770; C -1.557; H 0.390; H 0.337; H 0.329; H 0.308; H 0.425; H 0.446; H 0.239; H 0.284; H 0.450; H 0.451; H 0.440; H 0.516; H 0.376; H -0.135; H 0.400; H -0.053; H 0.413; H 0.423; H 0.361; H 0.331; H 0.374; H 0.013; H 0.431; H 0.432; H -0.266; H 0.438; H 0.409; H 0.441; H 0.467; H 0.429; H 0.352; H 0.462; H 0.388; H 0.347; H 0.297; H 0.480; H 0.187; H 0.536; H -0.027; Se -0.314; Se -0.210; Te -0.025; Se -0.349; O 0.374; O -0.378

---

Entry 2:
# C8H34O9

A 9-piece molecular cluster, C8H34O9 overall in a non-equilibrium geometry (wB97M-V/def2-TZVPD, the OMol25 dataset).

Geometry as ORCA input:
```
! RIJCOSX wB97M-V def2-TZVPD def2/J DEFGRID3
* xyz 0 1
C 4.22 0.96 -2.44
C 2.85 1.28 -2.92
O 1.98 0.51 -2.19
H 4.48 1.19 -1.41
H 4.98 1.54 -2.95
H 4.46 -0.08 -2.68
H 2.70 1.01 -3.97
H 2.58 2.32 -2.74
H 1.28 0.25 -2.79
C 3.00 -4.33 -0.39
C 1.58 -4.52 -1.04
O 0.73 -3.58 -0.55
H 2.91 -4.05 0.66
H 3.56 -3.52 -0.86
H 3.52 -5.28 -0.44
H 1.12 -5.49 -0.88
H 1.60 -4.38 -2.12
H 1.08 -2.69 -0.62
C 5.04 -0.73 4.40
O 5.97 -0.01 5.09
H 5.52 -1.31 3.61
H 4.53 -1.50 4.99
H 4.39 0.06 4.03
H 6.82 -0.45 4.99
C -0.89 1.62 1.85
O -1.82 0.57 1.81
H -1.03 2.36 1.07
H -0.98 2.20 2.77
H 0.12 1.21 1.78
H -1.52 -0.06 1.14
C -6.49 1.55 1.36
O -7.07 1.41 0.08
H -7.24 1.99 2.03
H -6.25 0.60 1.84
H -5.54 2.08 1.44
H -6.45 1.00 -0.51
C -0.29 5.82 -3.29
O 0.13 6.96 -3.95
H -0.50 4.96 -3.93
H 0.35 5.54 -2.45
H -1.29 6.12 -2.98
H -0.59 7.59 -3.97
O -3.78 -4.57 -0.97
H -2.86 -4.51 -0.71
H -3.88 -5.46 -1.30
O -4.34 -0.89 -2.08
H -3.73 -0.96 -2.82
H -4.27 -1.74 -1.64
O -3.86 -0.64 5.66
H -3.46 -0.67 4.79
H -3.39 -1.31 6.16
*
```

Output
Maximum force, eV/Å: 3.080
Molecular weight, g/mol: 274.351
Frontier orbital gap, eV: 9.8
Structure (SMILES): CCO.CCO.CO.CO.CO.CO.O.O.O
HOMO energy, eV: -9.868
Electronic energy, a.u.: -1002.19143
Energy relative to the best compared isomer or geometry (same formula, charge and spin), kJ/mol: 355.6
LUMO, eV: -0.1

natural (NBO) analysis output, partial charges in e: C -0.632; C -0.062; O -0.725; H 0.219; H 0.212; H 0.207; H 0.158; H 0.158; H 0.466; C -0.647; C -0.047; O -0.728; H 0.213; H 0.206; H 0.213; H 0.172; H 0.148; H 0.470; C -0.239; O -0.714; H 0.154; H 0.155; H 0.181; H 0.462; C -0.246; O -0.721; H 0.158; H 0.181; H 0.162; H 0.467; C -0.251; O -0.723; H 0.179; H 0.157; H 0.164; H 0.473; C -0.238; O -0.722; H 0.159; H 0.171; H 0.160; H 0.469; O -0.945; H 0.473; H 0.472; O -0.946; H 0.466; H 0.480; O -0.937; H 0.472; H 0.465